1.
The following is a DFT calculation (ωB97M-V/def2-TZVPD) of 22 unconnected molecules or ions with the total composition C22H88O22 in a non-equilibrium geometry.

Each line ends with the Mulliken charge.
Cartesian coordinates (Å):
C: 1.437472 0.843914 -4.006957  -0.452
O: 0.106781 0.499795 -3.826931  -0.101
H: 1.794340 0.512534 -4.982114  0.545
H: 1.585497 1.923699 -3.991393  -0.258
H: 2.166188 0.438843 -3.304815  0.251
H: -0.110097 -0.291074 -4.326023  0.243
C: 0.505347 3.407793 2.742698  0.046
O: 1.326900 4.353114 3.389737  -0.566
H: 0.461029 3.597331 1.670219  0.111
H: 0.829777 2.388379 2.951630  -0.013
H: -0.497724 3.549242 3.145101  0.108
H: 2.139310 4.352215 2.878266  0.318
C: 1.605764 -6.245710 0.453227  -0.416
O: 2.818638 -5.831172 1.076387  -0.582
H: 1.495415 -5.535699 -0.366409  0.122
H: 1.712442 -7.286162 0.146346  0.342
H: 0.674650 -6.129705 1.007898  0.242
H: 3.594520 -6.031456 0.547712  0.292
C: 4.797937 1.659698 -3.711120  -0.183
O: 5.850388 2.608624 -3.823638  -0.570
H: 4.525095 1.361650 -4.723453  0.302
H: 5.075832 0.840404 -3.048065  0.175
H: 3.905339 2.113339 -3.280324  -0.038
H: 5.664407 3.250986 -4.512396  0.304
C: -0.001161 -2.623948 -6.365809  -0.643
O: -0.228397 -1.935829 -5.163102  -0.433
H: 0.472393 -3.571561 -6.109117  0.277
H: -0.972608 -2.817226 -6.820821  0.135
H: 0.577666 -2.118815 -7.139050  0.290
H: -1.024064 -2.221239 -4.708072  0.179
C: -3.340563 3.543697 0.348635  -0.393
O: -2.528586 3.966969 -0.709321  -0.555
H: -3.060818 3.942984 1.323522  0.280
H: -4.351227 3.888383 0.129886  0.349
H: -3.276841 2.461912 0.465990  -0.063
H: -2.470497 3.312700 -1.409435  0.374
C: 1.007828 4.081490 -1.820759  -0.025
O: 1.818471 4.606903 -2.854154  -0.620
H: 0.956774 4.669365 -0.904302  0.421
H: -0.030229 4.116723 -2.151339  0.097
H: 1.251892 3.038169 -1.620717  -0.141
H: 2.673897 4.768359 -2.449471  0.294
C: -2.955735 0.669763 -2.261493  -0.153
O: -1.970836 1.701403 -2.439681  -0.272
H: -2.470202 -0.303014 -2.183736  0.001
H: -3.629360 0.884960 -1.432023  -0.102
H: -3.537809 0.771009 -3.177486  0.331
H: -1.212922 1.415673 -2.954970  0.156
C: 3.745439 1.449021 0.625450  -0.554
O: 3.474250 0.162862 0.146914  -0.209
H: 4.784831 1.678592 0.390777  0.341
H: 3.105077 2.213961 0.186230  0.031
H: 3.454220 1.445716 1.675818  0.235
H: 2.555787 -0.035836 0.343232  0.393
C: 3.151538 -2.771147 -2.083953  0.124
O: 3.807575 -3.095639 -3.295533  -0.605
H: 3.749863 -2.061354 -1.512737  -0.093
H: 2.156009 -2.480125 -2.419117  0.142
H: 3.015772 -3.696306 -1.523809  0.094
H: 3.776141 -2.284455 -3.807966  0.312
C: 2.134517 -2.522070 2.323305  -0.346
O: 1.765532 -3.776401 2.895697  -0.590
H: 3.210120 -2.380241 2.428438  0.459
H: 1.964714 -2.376189 1.256539  0.278
H: 1.665885 -1.652215 2.783549  -0.178
H: 2.177673 -4.453531 2.354191  0.282
C: -3.685672 -2.660530 -5.503271  -0.817
O: -3.035871 -2.169368 -4.392266  -0.352
H: -3.970758 -3.695446 -5.314118  0.323
H: -4.568402 -2.028270 -5.598778  0.313
H: -3.115312 -2.590064 -6.429463  0.275
H: -3.662756 -2.183004 -3.665342  0.253
C: -2.151385 -0.616797 6.529050  -0.301
O: -2.412329 -1.976954 6.934279  -0.549
H: -1.951605 -0.558076 5.459125  -0.168
H: -3.042288 0.005354 6.614593  0.404
H: -1.225851 -0.219828 6.946074  0.275
H: -2.533524 -1.918444 7.884800  0.313
C: 0.265697 3.677237 -5.734199  -0.323
O: 0.370183 5.029471 -5.277378  -0.596
H: -0.020691 3.718060 -6.785104  0.357
H: 1.202404 3.131156 -5.622508  0.108
H: -0.554087 3.214265 -5.184911  0.121
H: 0.756272 4.940257 -4.402975  0.326
C: -1.668560 -3.278557 -1.079025  0.146
O: -1.110683 -4.575552 -1.080827  -0.508
H: -1.260896 -2.631044 -1.855323  -0.180
H: -2.744607 -3.360008 -1.232604  0.341
H: -1.417092 -2.727483 -0.172841  -0.102
H: -0.954260 -4.753648 -2.011110  0.305
C: -1.989419 -1.364836 2.676242  -0.782
O: -1.433878 -0.121378 2.685487  -0.048
H: -2.406032 -1.756185 3.604343  0.204
H: -2.857678 -1.350083 2.017453  0.327
H: -1.309367 -2.198163 2.499649  0.244
H: -2.024262 0.478986 3.146584  0.012
C: 0.090846 0.135788 -0.372755  0.363
O: 0.938843 -0.172834 0.707224  0.068
H: -0.863492 0.555453 -0.054610  0.228
H: 0.624405 0.761878 -1.087895  -0.470
H: -0.094672 -0.823429 -0.856066  -0.044
H: 0.350075 -0.250280 1.461514  -0.437
C: 5.612279 -2.634772 0.671070  -0.214
O: 5.599021 -1.260829 1.064281  -0.579
H: 6.469558 -3.143480 1.111960  0.295
H: 4.624371 -3.020958 0.922080  -0.050
H: 5.771927 -2.739310 -0.402091  0.248
H: 4.884818 -0.802969 0.614983  0.432
C: -6.291709 1.546750 0.756352  -0.031
O: -7.327315 1.713017 -0.193953  -0.572
H: -6.102436 2.486496 1.275171  0.268
H: -6.580235 0.745730 1.436956  0.234
H: -5.361368 1.434924 0.199524  -0.157
H: -7.108905 2.430859 -0.792779  0.305
C: -4.635723 0.403513 4.060700  -0.446
O: -3.614967 1.377997 3.761779  -0.409
H: -4.226795 -0.579431 4.294585  0.271
H: -5.161310 0.793115 4.932526  0.421
H: -5.345609 0.252273 3.247503  -0.059
H: -4.137880 2.171517 3.625794  0.231
C: -1.024506 2.605972 6.034056  -0.114
O: -1.119310 2.729296 7.419112  -0.545
H: -1.686919 3.314273 5.536439  0.213
H: 0.031638 2.744991 5.803097  0.325
H: -1.113908 1.602140 5.618813  -0.165
H: -0.462868 2.143364 7.802997  0.307
C: 2.061831 -0.456794 5.220101  -0.112
O: 2.828676 -0.136116 6.367270  -0.590
H: 1.716136 0.452649 4.728664  -0.024
H: 2.621262 -1.097125 4.538113  0.175
H: 1.295736 -1.191604 5.467578  0.302
H: 2.393961 0.482817 6.958490  0.287

Forces on atoms 1 to 3 (eV/Å):
C 1.360 0.298 -0.843
O -0.727 0.413 0.831
H -0.021 -0.004 -0.263

Properties
* total energy: -2545.80941 Eh
* LUMO energy: -0.1 eV
* ΔE to the lowest compared entry with this formula, charge and spin: 2.564 eV

---

2.
The following is a DFT calculation (ωB97M-V/def2-TZVPD) of a molecular structure, C23H13BrCrF6N4O11S4.

Each line ends with the natural charge from an NBO analysis.
Cartesian coordinates (Å):
Cr: 0.238989 -1.162555 0.511349  1.886
F: 0.237525 -4.765615 1.158431  -0.312
C: 1.305807 -4.845738 1.941507  0.737
F: 2.330160 -5.343671 1.290885  -0.283
F: 1.012448 -5.675684 2.953905  -0.317
S: 1.719968 -3.218598 2.721556  2.261
O: 1.730455 -2.108614 1.770984  -0.979
O: 2.937431 -3.494633 3.404196  -0.887
N: 0.517173 -3.068631 3.728827  -1.212
S: -0.772092 -2.247483 3.361079  2.252
O: -1.001416 -1.101974 4.172239  -0.881
O: -0.986361 -2.121198 1.909648  -0.997
C: -2.095963 -3.439029 3.824139  0.734
F: -1.904575 -4.621474 3.252116  -0.304
F: -2.125236 -3.594101 5.143135  -0.305
F: -3.270963 -2.953273 3.422194  -0.310
Br: -0.446971 2.797729 -5.449181  0.067
C: -1.418913 3.326199 -3.915237  -0.083
C: -0.759953 3.461524 -2.701524  -0.223
C: -1.479783 3.834236 -1.577056  -0.237
C: -2.851193 4.063400 -1.670971  0.115
C: -3.482062 3.972413 -2.903962  -0.236
C: -2.774626 3.583256 -4.029376  -0.232
N: -3.698445 4.508365 -0.591562  -0.150
N: -3.626288 4.061264 0.561932  -0.109
C: -2.728735 2.993203 0.901009  0.008
C: -1.855911 3.218306 1.936883  -0.168
C: -0.825694 2.324346 2.263206  -0.265
C: -0.686599 1.150921 1.553472  0.337
O: 0.283450 0.284179 1.721380  -0.727
C: -1.679638 0.853580 0.570946  0.156
N: -1.530297 -0.346937 -0.056720  -0.437
C: -2.356282 -0.715693 -1.000287  0.071
C: -3.452108 0.090349 -1.360240  -0.248
C: -3.624649 1.302453 -0.754073  -0.118
C: -2.707955 1.743748 0.230053  -0.096
H: 0.295353 3.239834 -2.626177  0.270
H: -0.960203 3.921847 -0.632185  0.240
H: -4.538083 4.204767 -2.966564  0.222
H: -3.267253 3.490297 -4.987302  0.223
H: -1.935472 4.159365 2.468049  0.224
H: -0.110324 2.556944 3.039068  0.232
H: -2.149833 -1.658795 -1.490775  0.206
H: -4.132470 -0.252769 -2.126164  0.226
H: -4.460669 1.931024 -1.030094  0.226
O: 1.916489 -2.532274 -2.902901  -0.949
S: 2.077528 -2.718575 -1.489409  2.398
O: 2.680411 -3.946490 -1.045282  -0.983
O: 0.741010 -2.553557 -0.794764  -1.034
C: 3.333106 -1.459478 -0.970915  -0.216
C: 4.556566 -2.065789 -0.678424  -0.207
C: 5.711951 -1.331330 -0.472518  -0.208
C: 5.684941 0.050018 -0.556487  -0.205
C: 4.481743 0.677064 -0.818065  -0.179
C: 3.319717 -0.056933 -1.017676  -0.389
S: 1.863917 0.940275 -1.244313  2.423
O: 1.874248 1.952838 -0.219213  -0.972
O: 1.811987 1.416261 -2.599692  -0.956
O: 0.811947 -0.107832 -1.022830  -1.007
H: 4.591213 -3.141748 -0.617393  0.255
H: 6.634001 -1.851185 -0.246079  0.210
H: 6.582490 0.634758 -0.402050  0.210
H: 4.414983 1.756920 -0.844753  0.234

Forces on atoms 1 to 3 (eV/Å):
Cr 0.214 -0.078 0.086
F 0.097 0.092 -0.094
C -0.177 -0.153 0.001

Properties
* total energy: -7741.54777 Eh
* LUMO energy (spin up / spin down): 1.5 / 1.5 eV
* total charge: -1
* ΔE to the lowest compared entry with this formula, charge and spin: 0.713 eV
* 2S+1: 4